Entry 1:
Below is 2 unconnected molecules or ions with the total composition C7H5Cl2F3Si at a distorted geometry, with properties calculated with ωB97M-V/def2-TZVPD.

Atoms and positions in Å:
C 2.6336 0.1124 0.0634
C 1.6102 0.3544 1.0593
C 2.1468 -0.7416 -0.9429
C 0.3138 0.0088 0.9424
C 0.8811 -1.1720 -1.0550
C -0.1007 -0.9668 -0.0566
C -2.2072 1.9522 0.0370
F -2.2742 2.4584 1.3463
F -3.1453 2.6303 -0.6677
F -0.9938 2.3423 -0.4401
Si -1.8704 -1.4394 -0.1542
Cl -2.4680 -2.5192 -1.7504
Cl -3.0228 -1.5965 1.4246
H 3.6247 0.5352 0.0832
H 1.9932 0.9286 1.8202
H 2.7410 -0.9959 -1.7556
H -0.3874 0.1880 1.7396
H 0.5253 -2.0792 -1.6935

Cartesian forces, eV/Å:
-3.789 -1.479 0.141
2.959 0.470 -2.377
2.119 1.924 0.175
-1.687 -3.046 -0.277
-4.451 -4.195 0.631
1.549 2.350 0.525
0.153 0.350 0.580
0.042 -0.799 -1.371
0.419 -0.492 0.323
-0.569 -0.242 0.201
0.713 2.429 -1.146
0.124 -0.134 0.155
-0.457 -0.508 1.031
0.017 -0.146 0.158
0.061 1.390 2.114
1.466 -0.483 -1.224
-0.062 0.582 0.202
1.393 2.029 0.160

HOMO (spin up / spin down) (eV): -9.04 / -7.21
Total charge: 0
2S+1: 1
Orbital gap (spin up / spin down) (eV): 7.87 / 5.78
Energy above the lowest of the compared OMol25 structures with the same formula, charge and spin (kcal per mole): 42.7

***

Entry 2:
Below is 3 unconnected molecules or ions with the total composition C7H5Cl2FN2O3 at a distorted geometry, with properties calculated with ωB97M-V/def2-TZVPD.

Atoms and positions in Å:
O -1.2569 0.8584 0.4439
C -0.0960 0.5826 0.1695
N 0.3903 -0.1261 -0.9097
C 1.6907 -0.4236 -1.2234
C 2.6256 0.0189 -0.3647
Cl 4.3281 -0.2382 -0.6360
C 2.2627 0.6226 0.8235
C 0.9855 1.0302 1.0711
Cl 0.5543 1.9440 2.4919
H -0.3204 -0.5464 -1.4956
H 2.0444 -0.9445 -2.0279
H 3.1150 0.8519 1.4772
H -3.3081 -2.2347 0.5398
N -2.8507 -2.1668 1.4519
C -1.6308 -2.0785 1.2609
F -1.1259 -2.3146 0.0262
H -0.7525 -1.8233 1.8507
O -2.5704 3.2055 -1.0061
C -2.1842 2.3040 -1.5989
O -1.9005 1.4786 -2.3444

Cartesian forces, eV/Å:
-0.068 -0.801 -1.153
0.967 1.318 1.720
-0.823 -0.769 -1.132
-0.079 1.877 2.750
0.634 -0.953 -0.666
-0.277 -0.106 -0.163
0.228 1.746 1.674
0.503 -0.663 -0.053
0.190 -0.533 -0.722
-0.119 0.211 0.031
-0.263 -1.349 -2.372
-0.727 0.134 0.067
-0.130 -0.444 0.224
0.211 0.687 0.560
0.074 -0.132 -0.521
0.419 -0.042 -0.995
-0.700 -0.163 0.804
-0.088 0.850 1.119
-0.774 0.595 -0.400
0.820 -1.462 -0.770

HOMO (eV): -9.00
Total charge: 0
2S+1: 1
Orbital gap (eV): 8.85
Energy above the lowest of the compared OMol25 structures with the same formula, charge and spin (kcal per mole): 0.0

***

Entry 3:
Below is C7H5F3OS in the gas phase at a distorted geometry, with properties calculated with ωB97M-V/def2-TZVPD.

Atoms and positions in Å:
C 0.6266 -0.9251 -2.3358
C 1.2838 -1.5200 -1.2652
C -0.1487 0.2117 -2.1634
C 0.7552 -1.2922 0.0228
C -0.5126 0.6527 -0.9299
C -0.0794 -0.1536 0.1489
C -0.4262 2.1509 2.3491
O -2.2193 0.5371 1.4005
F -1.1008 2.2786 3.4936
F 0.8763 2.2598 2.7392
F -0.7212 -1.3663 2.3719
S -0.7914 0.2942 1.7390
H 1.0137 -1.2297 -3.2756
H 1.9977 -2.3381 -1.3812
H -0.4419 0.7461 -3.1038
H 0.9484 -1.8871 0.9207
H -1.0602 1.5809 -0.7308

Cartesian forces, eV/Å:
1.996 0.395 0.906
-1.622 -1.207 1.272
-0.554 0.365 -2.534
-0.199 1.715 -0.051
0.498 -0.191 1.653
0.416 0.180 0.052
1.774 -0.074 1.600
1.408 -0.398 0.930
-0.699 -0.151 -1.084
-0.647 -0.062 -1.319
-0.252 -0.047 -0.166
-2.044 -0.158 -0.315
-0.263 0.019 -1.056
-0.235 0.302 -0.226
0.065 -0.413 1.142
0.265 0.270 -0.527
0.092 -0.546 -0.275

⟨S²⟩: 2.01
HOMO (spin up / spin down) (eV): -7.98 / -10.31
Total charge: 0
2S+1: 3
Orbital gap (spin up / spin down) (eV): 7.83 / 7.42
Energy above the lowest of the compared OMol25 structures with the same formula, charge and spin (kcal per mole): 29.5

***

Entry 4:
Below is 2 unconnected molecules or ions with the total composition C7H5F4N2O2 at a distorted geometry, with properties calculated with ωB97M-V/def2-TZVPD.

Atoms and positions in Å:
C -2.0645 -1.1503 -2.2374
C -0.9722 -1.9487 -2.4593
C -1.4830 -0.1769 -1.3650
C -2.2842 0.9612 -0.5980
C 1.1806 1.6417 1.4863
C 1.3316 -0.8190 1.4481
C 1.9674 0.3840 2.0425
N 0.1149 -1.5074 -1.8098
N -0.1919 -0.3996 -1.2025
O -1.7081 1.4489 0.3824
O -3.3101 1.2029 -1.2156
F 1.4446 2.7107 2.3167
F 2.3619 -1.6323 1.0813
F 1.7142 0.4680 3.5091
F 3.2738 0.4139 1.9987
H -2.9103 -1.3229 -2.7046
H -0.8410 -2.6894 -3.1535
H 0.2005 1.2783 1.4347
H 1.5059 1.8864 0.4370
H 0.6699 -0.7495 0.6090

Cartesian forces, eV/Å:
5.260 -0.951 1.136
-2.147 1.122 -0.362
-2.612 1.535 1.158
2.367 -1.077 -0.326
3.445 -0.962 -0.428
2.623 -0.414 -0.435
-3.213 2.248 2.260
1.648 0.135 0.672
1.560 0.735 0.756
-0.497 0.025 0.130
-1.392 0.569 -0.421
-0.519 0.040 -0.291
-0.440 -0.832 0.255
0.048 -0.570 -1.863
1.300 0.074 -0.595
-4.348 -0.084 -1.574
0.047 -2.058 -1.368
-1.974 0.431 0.264
-0.190 -0.243 1.000
-0.968 0.279 0.032

HOMO (spin up / spin down) (eV): -5.52 / -5.75
Total charge: -1
2S+1: 1
Orbital gap (spin up / spin down) (eV): 6.09 / 8.13

***

Entry 5:
Below is C7H5N3O in the gas phase at a distorted geometry, with properties calculated with ωB97M-V/def2-TZVPD.

Atoms and positions in Å:
C -3.6932 -0.4800 0.5178
C -4.8524 1.5072 -0.1970
C -1.8858 -1.9601 0.8325
C -1.6739 0.4175 -1.1689
C -3.9795 0.7011 0.2223
C -0.5240 -1.4514 0.5314
C 0.0134 0.0532 0.4800
N -3.0212 -1.5055 0.7187
N -5.6801 1.7924 -0.9185
N -2.1309 -0.1199 -2.1019
O -1.0372 0.8512 -0.1984
H -1.8955 -2.9820 0.9912
H 0.0938 -1.8919 1.3643
H -0.4248 -2.0547 -0.3635
H 0.1280 0.5596 1.5173
H 0.8766 -0.0100 -0.1933

Cartesian forces, eV/Å:
3.191 -3.824 1.152
-0.054 1.126 -0.662
3.650 -1.666 1.538
-0.452 -2.404 -3.491
1.658 -1.421 2.690
1.384 0.574 1.595
-2.270 -1.754 0.054
-6.447 5.522 -1.312
-4.132 2.650 -2.535
0.282 0.943 1.105
1.383 2.143 2.541
0.493 -2.140 0.533
-0.216 0.083 -1.053
1.470 0.544 -0.683
-0.004 -1.000 -2.074
0.066 0.623 0.602

⟨S²⟩: 2.06
HOMO (spin up / spin down) (eV): -6.38 / -9.35
Total charge: 0
2S+1: 3
Orbital gap (spin up / spin down) (eV): 6.65 / 6.37

***

Entry 6:
Below is a gas-phase ion, C7H5N4O2 (charge -1) at a distorted geometry, with properties calculated with ωB97M-V/def2-TZVPD.

Atoms and positions in Å:
O -3.0131 -0.0594 -1.2293
C -1.8533 -0.1310 -1.5398
O -1.2964 -0.7905 -2.4051
N -1.0415 0.9295 -0.7456
N -1.4359 2.1773 -0.8347
C -0.6923 2.9038 -0.0258
C 0.1181 2.0455 0.7220
C -0.0935 0.7482 0.1342
N 0.5030 -0.4665 0.4801
C 0.7521 -1.3677 -0.4663
C 1.4714 -2.3529 0.2526
C 1.4844 -1.9636 1.5733
N 0.9378 -0.7752 1.7294
H -1.0270 3.8523 0.1397
H 1.0414 2.2933 1.3114
H 0.4090 -1.1740 -1.4673
H 2.0445 -3.2218 -0.0697
H 1.6910 -2.6472 2.4409

Cartesian forces, eV/Å:
-1.592 -0.074 0.836
-0.886 0.549 -0.618
1.534 -0.166 -0.200
-0.585 -1.619 -1.486
-0.892 0.725 -1.251
0.018 -3.174 0.611
2.662 -1.120 -0.051
1.030 3.305 2.959
-0.508 0.903 -0.072
2.099 -1.793 1.551
0.046 -0.890 -1.929
-0.052 -0.707 1.225
-0.989 0.637 -0.059
-0.156 2.637 0.321
-1.420 -0.307 -0.294
0.117 -0.314 -0.284
-0.712 0.140 -0.378
0.287 1.268 -0.882

HOMO (eV): -5.01
Total charge: -1
2S+1: 1
Orbital gap (eV): 8.68
Energy above the lowest of the compared OMol25 structures with the same formula, charge and spin (kcal per mole): 0.0

***

Entry 7:
Below is a molecular structure, C7H5N5 at a distorted geometry, with properties calculated with ωB97M-V/def2-TZVPD.

Atoms and positions in Å:
C 2.8786 1.5310 0.1965
C 0.4775 0.7072 0.0044
C -1.7362 0.1466 -0.1164
C -1.5566 -1.2321 -0.0242
C 0.7834 -0.7924 0.0792
C 2.0552 -1.3917 -0.0254
C -3.1853 0.4176 -0.0470
H 2.7411 0.1431 0.9019
H 3.3208 1.7790 -1.1294
H 3.4242 2.4388 1.0318
H 0.7156 2.6942 0.1204
H -2.3788 -1.8412 -0.2100
N 1.3413 1.8041 -0.3396
N -0.7443 1.0839 0.0465
N -0.2721 -1.6596 -0.0780
N 3.1902 -1.6860 0.0215
N -4.3898 0.2390 0.1901

Cartesian forces, eV/Å:
-0.624 1.032 -1.047
3.014 -1.094 -0.881
-0.307 0.401 2.108
3.592 2.327 -1.532
-4.234 1.208 -1.789
3.403 -0.543 0.407
-7.269 -0.815 1.804
1.350 4.892 -2.292
-0.254 -1.565 4.713
-2.159 -2.913 -2.795
2.665 -2.844 -1.674
-0.922 -1.501 0.020
-0.553 0.298 4.645
-4.404 -1.079 -0.895
1.065 0.709 1.453
-2.569 -0.054 -0.387
8.208 1.542 -1.859

HOMO (eV): -9.67
Total charge: 0
2S+1: 1
Orbital gap (eV): 7.92
Energy above the lowest of the compared OMol25 structures with the same formula, charge and spin (kcal per mole): 191.1

***

Entry 8:
Below is C7H5NO3S in the gas phase at a distorted geometry, with properties calculated with ωB97M-V/def2-TZVPD.

Atoms and positions in Å:
C -0.7274 1.1738 -2.2129
C 0.4072 2.2288 -0.2243
C -0.2853 0.2777 -1.2426
C 0.3512 0.8746 -0.1161
C -0.5873 -1.1245 -1.1374
C -0.6754 -1.7813 -0.0240
C 0.9295 0.1534 0.9549
N -0.5094 -2.3390 1.1929
O -1.3749 -2.4851 2.0280
O 0.6707 -2.7593 1.2558
O 1.0222 0.8859 2.0524
S -0.2871 2.8260 -1.7076
H -1.2775 1.0676 -3.0390
H 0.8326 2.8766 0.5584
H -1.0140 -1.5036 -2.1294
H 1.0963 -0.9110 0.9156
H 1.4287 0.5395 2.8755

Cartesian forces, eV/Å:
3.291 0.841 4.908
-0.205 1.965 -0.251
-0.665 0.763 -0.963
0.629 0.246 -0.704
-1.824 -0.709 -2.606
-0.187 -0.366 2.035
-1.655 1.107 0.836
-0.143 0.701 -3.933
-0.821 0.009 1.217
1.554 -0.641 1.412
0.421 -0.299 0.053
0.320 -1.637 1.180
-1.895 -0.703 -2.977
-0.209 -0.154 -0.841
0.658 -0.102 1.334
0.946 -0.434 0.287
-0.216 -0.585 -0.986

HOMO (spin up / spin down) (eV): -7.55 / -7.55
Total charge: 0
2S+1: 1
Orbital gap (spin up / spin down) (eV): 5.63 / 5.63
Energy above the lowest of the compared OMol25 structures with the same formula, charge and spin (kcal per mole): 190.7